No. 1
ORCA calculation (ωB97M-V/def2-TZVPD) on the molecule C25H24BrN3O.

The HOMO energy is -0.282 Eh. The value obtained for the orbital gap is 8.31 eV. Its SMILES is CN(C)c1ccc([C@H](CNC(=O)c2ccccc2Br)c2c[nH]c3ccccc23)cc1.

```
54
Properties=species:S:1:pos:R:3:nbo_charge:R:1
Br 2.725 0.983 -1.831 0.0527
O 1.026 3.811 0.647 -0.6149
N 1.161 -4.743 -0.076 -0.4464
N -4.651 -0.024 0.126 -0.5259
N 0.996 1.555 0.808 -0.6072
C 1.604 2.744 0.630 0.6502
C 3.734 1.954 -0.536 -0.0736
C 5.114 1.954 -0.658 -0.2432
C 0.595 -3.482 -0.102 0.2611
C 0.034 -2.897 1.038 -0.3258
C -3.066 3.001 -0.863 -0.2054
C 1.332 -5.434 1.177 -0.4061
C 5.261 3.402 1.249 -0.2145
C 0.107 -1.430 -1.290 -0.1706
C -4.670 1.284 -0.262 0.1264
C 5.877 2.674 0.244 -0.1917
C -1.007 0.549 -0.209 -0.2574
C -3.351 -0.451 0.191 -0.0189
C -5.447 3.434 -0.874 -0.2127
C -4.128 3.852 -1.069 -0.2382
C 3.883 3.402 1.354 -0.1747
C -0.438 1.426 0.923 -0.2141
C -0.449 -0.851 -0.156 -0.0822
C 3.097 2.664 0.474 -0.0966
C -5.738 2.148 -0.471 -0.2430
C -0.471 -1.611 1.006 -0.1508
C 0.625 -2.707 -1.268 -0.2849
C -2.506 0.563 -0.149 -0.1110
C -3.329 1.695 -0.449 -0.0340
C 1.055 -5.630 -1.211 -0.4006
H -6.252 4.133 -1.045 0.2107
H 6.953 2.672 0.151 0.2188
H 1.081 -3.095 -2.166 0.2108
H 1.518 0.694 0.752 0.4079
H 5.855 3.975 1.945 0.2188
H -3.945 4.867 -1.388 0.2120
H -3.123 -1.463 0.464 0.2183
H -0.904 -1.205 1.909 0.2037
H 1.749 -4.759 1.921 0.2082
H 0.383 -6.466 -0.984 0.1827
H -0.689 0.996 1.898 0.1924
H -0.027 -3.449 1.962 0.2119
H 2.039 -6.250 1.023 0.2046
H 5.582 1.399 -1.456 0.2291
H 0.660 -5.107 -2.076 0.2113
H -5.459 -0.589 0.320 0.4106
H -0.702 1.006 -1.159 0.2212
H -6.757 1.821 -0.323 0.2099
H 0.395 -5.860 1.563 0.1756
H 0.151 -0.864 -2.210 0.2109
H 3.386 3.979 2.119 0.2297
H 2.038 -6.039 -1.463 0.1936
H -0.854 2.433 0.869 0.2435
H -2.053 3.339 -1.021 0.2178
```

---

No. 2
ORCA calculation (ωB97M-V/def2-TZVPD) on a 2-piece molecular cluster, C4H10FNO overall.

The HOMO energy is -0.323 Eh. The value obtained for the orbital gap is 9.56 eV.

```
17
Properties=species:S:1:pos:R:3:nbo_charge:R:1
F -1.366 0.806 1.487 -0.3849
O 2.488 -0.686 0.091 -0.6586
N -2.154 0.469 -0.712 -0.8441
C 1.211 -2.526 0.269 -0.7837
C -0.624 2.371 -0.025 -0.6315
C -1.127 0.929 0.132 0.3153
C 1.465 -1.263 -0.454 0.3032
H 1.008 -3.381 -0.367 0.2445
H -2.589 1.174 -1.313 0.3727
H -0.187 0.411 0.097 0.1623
H -1.757 -0.298 -1.277 0.3829
H 2.021 -2.809 0.950 0.1782
H -0.445 2.793 -1.045 0.2079
H 0.265 -2.366 0.678 0.2610
H 3.144 -1.119 0.668 0.4646
H -1.479 2.935 0.240 0.2020
H 0.127 2.559 0.582 0.2082
```

---

No. 3
ORCA calculation (ωB97M-V/def2-TZVPD) on C42H40N10O4S3Ti as an isolated structure.

The HOMO energy is -0.454 Eh. The value obtained for the orbital gap is 5.96 eV. As for the net charge: +2.

```
100
Properties=species:S:1:pos:R:3:lowdin_charge:R:1
Ti 0.014 -0.128 -0.294 0.9900
S 1.575 -0.626 1.487 0.8604
S 0.665 1.088 -3.592 0.6306
S -2.201 -0.557 -3.920 1.1487
O -0.486 1.777 -4.116 -0.3033
O 1.019 -4.251 -1.199 0.0803
O -2.764 -0.164 3.065 0.0815
O 1.675 1.831 -2.893 -0.2658
N -1.536 -1.200 -1.514 -0.0603
N 3.157 -1.942 -7.978 0.1362
N 0.116 -0.020 -2.476 -0.1909
N -1.326 0.447 1.453 0.0839
N -0.725 -1.998 0.865 0.0212
N 3.766 0.761 2.142 0.0249
N 1.077 -2.017 -1.000 0.0515
N -1.249 1.647 -0.940 0.0259
N 1.156 1.674 0.050 -0.0689
N 2.373 1.765 0.662 0.0241
C 4.738 0.241 -1.260 -0.0586
C -2.497 3.895 -1.965 0.0025
C -1.906 -0.479 2.124 -0.3154
C 2.746 -0.178 -4.799 -0.0597
C 1.238 -0.834 -7.047 -0.0075
C 2.648 0.740 1.412 -0.7384
C 1.657 3.978 -0.521 0.0190
C -2.725 1.288 3.174 -0.0027
C -1.181 3.950 -1.542 0.0324
C -0.848 -4.366 1.049 0.0710
C -1.612 -1.883 1.845 -0.1640
C -0.964 4.079 2.131 -0.0357
C 4.316 0.009 4.428 -0.0735
C -0.357 -3.209 0.469 -0.1639
C -0.583 2.810 -1.031 -0.2227
C 5.839 -1.772 -1.951 -0.0573
C 0.617 -3.145 -0.618 -0.3309
C -2.825 -1.670 -1.709 -0.2190
C 3.427 -1.703 -1.851 -0.1722
C 3.513 -0.379 -1.437 -0.0847
C -2.161 -2.974 2.495 0.0666
C 2.059 -2.311 -2.091 -0.1757
C 4.606 -2.390 -2.122 -0.0269
C 0.268 2.327 3.220 -0.0464
C 0.777 2.784 -0.501 -0.2572
C 3.329 -0.882 -5.827 -0.0045
C 5.911 -0.459 -1.512 -0.0604
C -1.848 1.742 1.982 -0.2005
C 2.049 -3.855 -2.147 -0.0158
C -1.762 -4.240 2.085 0.0207
C 1.166 3.264 3.709 -0.0550
C -3.322 -1.461 -2.941 -0.3377
C 2.586 -1.229 -6.971 -0.2985
C 0.657 -0.131 -6.017 -0.0639
C 4.319 -0.323 2.945 -0.2513
C -2.525 1.606 -1.329 -0.1163
C -0.796 2.730 2.421 -0.2055
C -0.074 5.020 2.633 -0.0646
C 0.994 4.612 3.419 -0.0635
C -3.187 2.703 -1.847 -0.0006
C -1.084 -0.619 -2.616 -0.7307
C 1.401 0.181 -4.879 -0.3074
H -3.330 -2.202 -0.915 0.1222
H -2.164 -5.120 2.568 0.1329
H -4.274 -1.783 -3.329 0.0837
H -0.220 6.070 2.417 0.1155
H 4.155 -2.054 -8.002 0.1082
H -1.805 4.400 1.524 0.1187
H -3.045 0.666 -1.212 0.1054
H -0.366 0.212 -6.107 0.0973
H -4.220 2.610 -2.150 0.1266
H 4.761 -0.805 4.999 0.0817
H -2.876 -2.826 3.292 0.1398
H 1.783 -4.260 -3.119 0.1448
H 5.334 -0.526 2.598 0.1224
H 1.646 -1.895 -3.011 0.1304
H 1.755 4.370 0.494 0.0946
H 3.337 0.117 -3.943 0.1058
H 2.614 0.203 -1.298 0.0581
H 4.766 1.275 -0.940 0.1102
H 2.974 -4.301 -1.797 0.1224
H 0.663 -1.063 -7.935 0.1208
H -2.270 1.530 4.131 0.1419
H 1.686 5.344 3.816 0.1146
H -0.515 -5.330 0.691 0.1403
H 1.994 2.943 4.329 0.1094
H 6.873 0.019 -1.381 0.1122
H 1.289 4.754 -1.182 0.0841
H 4.895 0.912 4.629 0.0791
H 3.298 0.166 4.787 0.0713
H -2.975 4.775 -2.375 0.1302
H -0.631 4.875 -1.610 0.1238
H -2.465 2.197 1.208 0.1325
H 4.377 -1.147 -5.769 0.1201
H 4.294 1.619 2.077 0.1559
H 6.744 -2.322 -2.168 0.1133
H -3.745 1.658 3.140 0.1432
H 2.681 -2.025 -8.859 0.1094
H 0.401 1.277 3.459 0.1027
H 2.651 3.671 -0.839 0.0971
H 3.733 -1.219 2.751 0.0750
H 4.594 -3.407 -2.491 0.1090
```